{"formula": "C40H83NO4S", "method": "ωB97M-V with the def2-TZVPD basis set", "relative_energy_ev": 41.584, "homo_energy_ev": -8.29, "lumo_ha": -0.026, "gap_ev": 7.577, "elements": ["C", "C", "C", "C", "C", "C", "N", "O", "O", "H", "H", "H", "H", "H", "C", "C", "C", "C", "C", "C", "H", "H", "H", "H", "H", "H", "H", "H", "H", "H", "H", "H", "H", "H", "C", "C", "C", "C", "C", "C", "H", "H", "H", "H", "H", "H", "H", "H", "H", "H", "H", "H", "H", "H", "C", "C", "C", "C", "C", "C", "H", "H", "H", "H", "H", "H", "H", "H", "H", "H", "H", "H", "H", "H", "C", "C", "C", "C", "C", "C", "H", "H", "H", "H", "H", "H", "H", "H", "H", "H", "H", "H", "H", "H", "C", "C", "C", "C", "C", "C", "H", "H", "H", "H", "H", "H", "H", "H", "H", "H", "H", "H", "H", "H", "C", "C", "C", "S", "O", "O", "C", "H", "H", "H", "H", "H", "H", "H", "H"], "xyz": [[2.223, 0.516, -1.268], [0.974, 1.069, -1.181], [-0.026, 0.325, -0.471], [0.261, -0.921, 0.021], [1.400, -1.572, -0.210], [2.464, -0.806, -0.711], [-0.835, -1.564, 0.746], [-1.872, -0.964, 0.870], [-0.584, -2.635, 1.285], [3.020, 1.099, -1.706], [0.869, 2.081, -1.542], [-0.983, 0.816, -0.370], [1.617, -2.538, 0.221], [3.416, -1.298, -0.849], [-5.212, 4.498, 0.196], [-4.256, 3.291, 0.401], [-2.838, 3.811, 0.542], [-1.739, 2.754, 0.719], [-0.316, 3.415, 0.783], [0.946, 2.474, 0.972], [-5.012, 5.062, -0.715], [-5.323, 5.175, 1.043], [-6.214, 4.100, 0.033], [-4.499, 2.839, 1.363], [-4.347, 2.437, -0.269], [-2.807, 4.425, 1.442], [-2.521, 4.416, -0.307], [-1.871, 2.144, 1.613], [-1.757, 1.957, -0.024], [-0.207, 4.084, -0.071], [-0.404, 4.139, 1.592], [0.953, 1.765, 1.800], [1.015, 1.707, 0.200], [1.868, 3.047, 0.876], [3.819, -3.606, 0.741], [2.646, -3.394, 1.722], [1.771, -4.645, 1.947], [0.389, -4.199, 2.558], [-0.582, -5.413, 2.554], [-2.077, -4.988, 2.742], [3.470, -3.555, -0.290], [4.323, -4.557, 0.915], [4.532, -2.782, 0.771], [2.957, -3.064, 2.713], [2.084, -2.537, 1.351], [2.317, -5.274, 2.651], [1.656, -5.235, 1.038], [0.584, -3.773, 3.543], [-0.090, -3.392, 2.004], [-0.490, -5.888, 1.577], [-0.162, -6.119, 3.271], [-2.205, -3.980, 2.348], [-2.859, -5.568, 2.252], [-2.416, -5.051, 3.776], [1.534, 1.638, -3.602], [2.103, 2.493, -2.451], [1.001, 3.179, -1.583], [0.457, 4.457, -2.342], [-0.553, 5.258, -1.572], [-1.235, 6.260, -2.569], [1.002, 0.770, -3.212], [2.311, 1.325, -4.299], [0.859, 2.262, -4.188], [2.756, 1.823, -1.891], [2.798, 3.214, -2.880], [1.444, 3.577, -0.670], [0.201, 2.504, -1.280], [1.310, 5.055, -2.663], [-0.059, 3.947, -3.156], [-1.272, 4.779, -0.906], [0.068, 5.841, -0.892], [-0.672, 6.556, -3.454], [-2.120, 5.885, -3.084], [-1.427, 7.249, -2.153], [5.121, 1.615, -2.294], [5.440, 1.115, -0.874], [4.615, -0.119, -0.438], [4.942, -0.493, 1.026], [3.893, -1.409, 1.612], [2.622, -0.584, 2.092], [5.543, 2.584, -2.558], [4.041, 1.681, -2.426], [5.289, 0.775, -2.968], [6.513, 0.934, -0.820], [5.078, 1.915, -0.228], [4.734, -0.947, -1.137], [3.585, 0.225, -0.530], [5.959, -0.867, 1.147], [4.934, 0.403, 1.646], [3.627, -2.098, 0.810], [4.316, -2.003, 2.422], [2.140, 0.097, 1.390], [1.928, -1.420, 2.182], [2.769, -0.061, 3.038], [-3.350, 0.498, 3.818], [-2.724, 0.592, 2.408], [-3.761, 0.478, 1.317], [-3.179, 0.619, -0.123], [-4.320, 0.751, -1.176], [-5.172, -0.513, -1.520], [-4.077, 1.310, 3.842], [-2.708, 0.772, 4.656], [-3.885, -0.443, 3.952], [-2.333, 1.586, 2.189], [-1.963, -0.139, 2.136], [-4.554, 1.193, 1.534], [-4.129, -0.544, 1.404], [-2.527, 1.481, 0.017], [-2.559, -0.235, -0.398], [-5.040, 1.529, -0.920], [-3.927, 1.039, -2.151], [-5.545, -0.981, -0.609], [-6.029, -0.153, -2.089], [-4.556, -1.189, -2.114], [-0.124, -2.829, -1.198], [-0.836, -3.531, -2.355], [-1.295, -4.931, -1.931], [-0.296, -5.436, -0.478], [0.995, -5.961, -0.880], [-1.220, -6.230, 0.346], [-0.146, -3.732, 0.033], [-0.429, -1.837, -0.866], [0.924, -2.636, -1.429], [-0.277, -3.569, -3.290], [-1.664, -2.870, -2.613], [-1.267, -5.657, -2.743], [-2.337, -4.866, -1.618], [0.665, -3.531, 0.732], [-1.023, -3.586, 0.664]], "forces_ev_per_angstrom": [[-2.1, -6.6, 2.6], [1.2, -11.5, 1.8], [0.8, 0.3, -1.7], [-2.1, 4.1, 2.2], [5.6, 2.0, 0.6], [-4.6, -1.9, -2.3], [1.8, 2.6, 2.0], [0.3, -3.3, -0.6], [-4.8, 13.9, 2.9], [1.5, -7.0, 2.2], [1.0, -8.7, -0.7], [0.7, -1.0, 0.1], [-0.2, 1.1, -1.5], [-2.1, -0.8, -0.3], [-0.7, -1.2, -0.7], [0.0, 1.5, 1.0], [0.8, -0.8, 0.2], [3.2, 2.4, -0.1], [-0.3, -0.3, 1.2], [-1.2, 0.7, 0.6], [0.4, 0.1, 0.1], [0.5, -0.1, 0.1], [-0.3, 0.0, 0.0], [-0.2, 0.5, 0.1], [0.2, 2.0, 0.2], [0.1, 0.4, 0.0], [-1.0, 0.1, 0.3], [1.7, 2.7, -2.2], [3.1, 3.7, -0.1], [0.4, -1.0, 1.0], [0.3, 0.0, 0.5], [-0.2, 0.7, 0.9], [0.2, 1.8, 1.5], [0.1, 0.0, 0.8], [0.7, -3.5, -0.2], [-0.1, -2.5, 0.4], [-0.1, 0.7, 0.8], [1.4, -3.0, 1.3], [0.5, 1.1, 1.2], [0.4, -0.5, 0.4], [-0.3, -0.5, -0.3], [-0.2, -0.4, -0.3], [1.6, -3.1, -0.3], [0.1, -0.5, -0.1], [0.4, -1.8, 1.4], [-0.1, -0.2, 0.1], [0.1, 0.1, 0.3], [-0.1, -0.1, 0.4], [2.9, -3.4, 4.3], [0.4, 0.3, 2.5], [-0.6, -0.2, 0.4], [-0.2, 0.1, 0.4], [0.5, -0.5, -0.5], [0.3, 0.6, 0.3], [-0.1, 0.9, -0.4], [-0.2, 3.5, -3.1], [1.7, 13.2, -2.7], [-0.3, -2.7, 0.4], [0.2, 2.7, -1.4], [0.0, 0.3, -0.1], [0.1, 0.2, -0.7], [0.2, -0.2, 0.1], [-0.2, -0.1, -0.2], [-2.8, 7.9, -1.9], [-0.5, 0.7, -0.1], [0.1, -0.5, -0.8], [-3.6, 5.6, 0.4], [-0.3, 0.1, -0.2], [0.1, 0.7, -0.8], [0.3, 0.1, -1.4], [-0.2, 0.4, 0.3], [1.0, -0.5, 0.1], [-0.4, -0.2, 0.6], [-0.5, -0.2, 0.5], [-0.8, -1.5, 0.1], [-0.3, 0.1, -0.5], [3.8, 2.9, 1.0], [0.1, 0.6, -0.3], [-0.9, 5.1, 0.4], [0.9, -0.8, 0.4], [0.3, -0.4, -0.2], [1.4, 0.7, -0.3], [0.9, 0.4, -0.6], [0.1, 0.3, 0.5], [0.7, 0.1, 0.6], [1.0, 0.2, -0.1], [3.5, 0.5, 1.5], [0.1, -0.3, -0.3], [0.1, 0.4, -0.2], [-1.1, 4.3, 1.5], [-0.1, 0.4, 0.0], [0.8, 0.1, 0.1], [-0.6, 1.3, 1.1], [0.1, -0.1, 0.1], [-0.1, 0.9, -1.0], [-0.7, 0.5, 1.6], [-0.2, -1.7, -0.3], [-3.5, -0.5, -0.9], [-0.3, -0.9, -0.5], [0.7, 0.9, 0.7], [-0.5, -0.1, 0.1], [0.4, -0.6, -0.1], [0.2, 0.0, 0.3], [-1.4, -2.5, 3.5], [-0.2, 1.0, 1.9], [-0.1, -0.6, -0.3], [-0.7, 0.0, 0.0], [-4.2, -2.9, -1.5], [-1.3, 0.9, -0.7], [-0.3, -0.7, -0.3], [0.4, 0.4, 0.0], [0.1, -0.3, -0.1], [0.0, -0.3, -0.2], [-0.3, -0.3, 0.1], [-1.0, -4.2, -1.5], [-0.5, 0.2, -0.3], [-0.3, 0.3, -0.3], [-1.6, -0.6, -2.7], [-0.4, -0.2, 0.0], [0.3, -0.2, -3.8], [2.6, -4.7, -5.1], [-1.6, -2.1, -3.2], [-0.5, -0.4, -0.9], [0.5, 0.0, 0.3], [-0.5, -0.4, -0.1], [0.3, -0.1, 0.2], [0.1, -0.3, 0.4], [0.4, -2.5, -2.2], [-2.6, -3.4, -2.1]], "mulliken_charge": [2.3150, -1.4393, 0.9818, 0.7588, -0.3306, -1.1851, -0.2917, -0.3561, 0.5151, -1.7509, -0.8557, -0.2543, 1.7866, 1.2375, -1.7075, 0.8992, -0.3341, 1.3667, -0.0997, -1.1891, 0.3307, 0.3284, 0.5026, 0.0749, -0.6876, 0.4121, 0.2973, -0.1928, -0.1534, -0.7834, 0.6817, 0.6472, -0.7921, 0.4033, -1.0774, 0.6353, -1.0622, -0.4980, -0.5075, -0.9794, 0.2073, 0.5218, 0.3148, 1.1534, -3.3488, 0.4996, 0.5124, 0.8553, 0.4196, 0.2543, 0.5806, -0.0271, 0.3380, 0.3353, -1.0521, -0.8098, 0.5869, -1.1525, 0.3978, -1.5985, 0.2260, 0.3582, 0.5129, 0.0076, 0.7544, 1.0833, -0.2149, 0.4572, 0.3048, -0.6679, 0.3155, 0.4153, 0.3506, 0.4235, -0.9540, -0.8070, 0.3929, -1.8523, 0.5216, -0.7632, 0.3703, 1.0728, 0.3946, 0.3587, 0.3402, 0.7920, -1.3257, 0.4632, 0.4751, -0.7523, 1.1097, 0.0926, 0.0088, 0.6371, -1.7280, 1.2383, -1.3632, -0.2225, -1.2028, -1.3510, 0.3705, 0.3467, 0.4186, 0.3751, -0.4927, 0.4059, 0.8681, -0.4658, 0.6490, 0.4487, 0.5489, 0.2741, 0.4784, 0.2250, 0.6497, -0.9899, -0.8510, 1.4471, -0.8133, -0.7248, 0.5212, -0.5834, -0.0185, 0.3684, 0.3199, 0.5909, 0.3812, -2.3537, 0.6984]}